1:
Molecular formula: C2H8S2
Method: DFT, ωB97M-V with the def2-TZVPD basis set

Last column: natural (NBO) charge in e.
Geometry (Å):
C 1.45862 -0.63253 -2.45946  -0.736
S 0.64028 0.38882 -1.24436  -0.052
S -0.45423 0.97138 0.51465  -0.038
H 2.00987 0.20865 -2.95884  0.260
H 0.90022 -1.14183 -3.35989  0.224
H 2.16955 -1.37627 -2.03104  0.224
H 0.52142 1.02592 1.42427  0.120
C -1.73925 -1.66531 3.32164  -0.853
H -0.66003 -1.61019 3.21166  0.210
H -1.97031 -1.12616 4.28544  0.210
H -1.99839 -2.70611 3.47167  0.210
H -2.26543 -1.25014 2.45905  0.221

Values from the calculation:
LUMO energy, eV: -1.258
Net charge: 0
Structure (SMILES): CSS.C
E_HOMO, eV: -8.6378
Orbital gap, eV: 7.379
M, g mol⁻¹: 96.22


2:
Molecular formula: C2H8S2
Method: DFT, ωB97M-V with the def2-TZVPD basis set

Last column: natural (NBO) charge in e.
Geometry (Å):
C 0.67684 0.20563 -0.99978  -0.611
C 1.73514 -0.79115 -0.48266  -0.612
H 0.65548 0.20151 -2.08918  0.203
H 0.87107 1.23163 -0.68791  0.207
H -0.31519 -0.10054 -0.67990  0.202
H 2.29299 -0.37044 0.35455  0.202
H 1.26846 -1.69543 -0.10162  0.202
H 2.45835 -1.04312 -1.25473  0.205
S -2.95955 -0.31411 1.10233  -0.121
S -2.14082 1.53568 0.95138  -0.116
H -2.00803 -0.95846 1.80429  0.122
H -2.53473 2.09879 2.08324  0.118

Values from the calculation:
LUMO energy, eV: 0.406
Net charge: 0
Structure (SMILES): CC.SS
E_HOMO, eV: -9.6538
Orbital gap, eV: 10.060
M, g mol⁻¹: 96.22


3:
Molecular formula: C2H8S2
Method: DFT, ωB97M-V with the def2-TZVPD basis set

Last column: natural (NBO) charge in e.
Geometry (Å):
C -0.83656 0.15011 -1.33452  -0.761
C 1.34122 -0.28171 0.28029  -0.767
H -0.41547 -0.55156 -2.06152  0.231
H -1.45519 -0.39428 -0.61769  0.209
H -1.46933 0.86321 -1.86772  0.239
H 0.69640 -0.82341 0.97691  0.197
H 1.73531 -0.97635 -0.46643  0.220
H 2.17390 0.14221 0.83747  0.248
H -1.28747 1.11977 1.47473  0.069
H -0.79329 -0.73828 1.78408  0.065
S 0.46122 1.08664 -0.50084  0.273
S -0.15073 0.40366 1.49523  -0.222

Values from the calculation:
LUMO energy, eV: 0.798
Net charge: 0
E_HOMO, eV: -6.0974
Orbital gap, eV: 6.896
M, g mol⁻¹: 96.22


Least stable = 3


1:
Molecular formula: C2H3O3S
Method: DFT, ωB97M-V with the def2-TZVPD basis set

Last column: natural (NBO) charge in e.
Geometry (Å):
C -0.43803 -0.86431 -1.08370  -0.456
C 0.52339 -0.98161 -0.23514  0.107
O -0.20445 2.46660 0.29500  -1.057
O -0.63124 0.63332 1.87696  -1.059
O 1.42435 0.50073 0.35357  -0.820
S 0.40342 1.47308 1.22490  1.690
H -1.12379 -1.60289 -1.36971  0.192
H -0.54434 0.01337 -1.62994  0.222
H 0.59068 -1.63829 0.56806  0.181

Values from the calculation:
LUMO energy (spin up / spin down), eV: 4.205 / 4.205
Net charge: -1
E_HOMO (spin up / spin down), eV: -3.1894 / -3.1900
Orbital gap (spin up / spin down), eV: 7.395 / 7.395
M, g mol⁻¹: 107.11


2:
Molecular formula: C2H3O3S
Method: DFT, ωB97M-V with the def2-TZVPD basis set

Last column: natural (NBO) charge in e.
Geometry (Å):
C -2.30809 0.35578 0.18925  0.761
C -0.91321 0.37054 0.92379  -0.722
O -2.31195 1.02276 -0.87514  -0.708
O -3.24123 -0.27916 0.67025  -0.724
O 1.34393 1.38714 -0.05549  -0.956
S -0.29375 1.03236 -0.55723  0.509
H -0.70447 -0.62092 1.18537  0.197
H -0.83363 0.96794 1.83984  0.206
H 1.78047 0.54634 0.08516  0.437

Values from the calculation:
LUMO energy, eV: 3.790
Net charge: -1
E_HOMO, eV: -3.6123
Orbital gap, eV: 7.402
M, g mol⁻¹: 107.11


Least stable = 1


1:
Molecular formula: C5H5ClO2
Method: DFT, ωB97M-V with the def2-TZVPD basis set

Last column: natural (NBO) charge in e.
Geometry (Å):
C 1.77568 -0.12859 -1.01041  -0.202
C 0.71954 0.12414 -0.24574  -0.286
C 0.32616 1.50584 0.07495  0.411
O 0.45045 2.40524 -0.70208  -0.485
C -0.21188 -0.93622 0.18360  0.528
O 0.20990 -2.08644 0.11278  -0.506
C -1.53963 -0.63996 0.81827  -0.465
Cl -2.70453 0.09114 -0.33548  -0.033
H 2.00799 -1.13616 -1.43534  0.232
H 2.37263 0.73966 -1.34083  0.218
H -0.04967 1.63963 1.08350  0.108
H -1.97385 -1.57576 1.10230  0.249
H -1.38281 -0.00254 1.69448  0.231

Values from the calculation:
LUMO energy, eV: -0.680
Net charge: 0
Structure (SMILES): C=C(C=O)C(=O)CCl
E_HOMO, eV: -10.1150
Orbital gap, eV: 9.435
M, g mol⁻¹: 132.55


2:
Molecular formula: C5H5ClO2
Method: DFT, ωB97M-V with the def2-TZVPD basis set

Last column: natural (NBO) charge in e.
Geometry (Å):
C 0.21977 3.19059 -1.02999  -0.061
C 1.16086 2.44167 -0.88486  -0.107
C 0.23308 -0.35566 0.43094  0.783
C -0.62323 -1.61896 0.28254  -0.703
C 2.08038 1.49390 -0.56079  0.023
O 0.42546 0.29381 1.43869  -0.655
O 0.82137 -0.05190 -0.69600  -0.583
Cl 3.13224 1.02188 -1.80696  0.105
H -0.64206 3.77284 -1.21275  0.244
H -0.51467 -2.40215 1.05258  0.233
H -1.58279 -1.29461 0.34271  0.227
H -0.50680 -2.07633 -0.63511  0.224
H 2.45312 1.29240 0.40814  0.269

Values from the calculation:
LUMO energy, eV: -1.073
Net charge: 0
E_HOMO, eV: -9.7625
Orbital gap, eV: 8.690
M, g mol⁻¹: 132.55


Least stable = 2


1:
Molecular formula: C5H13NP
Method: DFT, ωB97M-V with the def2-TZVPD basis set

Last column: natural (NBO) charge in e.
Geometry (Å):
C -4.08506 -1.02197 0.43784  0.071
C -1.74516 1.48491 0.12215  -0.685
C 3.44148 -0.86295 0.37056  -0.613
C -2.30852 0.31999 -0.49482  0.283
C 2.67810 0.40214 0.18033  -0.653
N -3.04465 -0.53778 -0.01189  -0.262
P 1.40099 0.31780 -1.14580  0.244
H -3.75142 -1.92259 1.09736  0.245
H -5.10415 -0.79690 0.20182  0.254
H -2.19809 1.65283 1.07688  0.243
H -0.55731 1.40396 0.28358  0.306
H -1.83698 2.21971 -0.56523  0.270
H 2.73248 -1.38692 1.06342  0.204
H 3.47079 -1.45991 -0.46901  0.215
H 4.34985 -0.74384 0.94900  0.233
H 0.64324 -0.80768 -0.45626  -0.056
H -1.76198 0.08384 -1.46274  0.259
H 3.21522 1.20455 -0.23439  0.219
H 2.19375 0.80174 1.07857  0.220
H 2.26741 -0.35092 -2.02137  0.004

Values from the calculation:
LUMO energy, eV: -4.733
Net charge: +1
E_HOMO, eV: -12.5035
Orbital gap, eV: 7.771
M, g mol⁻¹: 118.14


2:
Molecular formula: C5H13NP
Method: DFT, ωB97M-V with the def2-TZVPD basis set

Last column: natural (NBO) charge in e.
Geometry (Å):
C -0.28651 0.14461 0.15117  0.246
C 0.70752 -1.64932 -2.23535  -0.613
C -2.32219 0.32110 2.37504  -0.068
C 0.94145 0.37591 -0.78700  -0.505
C 0.79313 -0.02511 -2.24212  -0.412
N -0.30312 0.55306 1.32771  -0.645
P 0.73808 1.67971 2.04449  0.573
H -0.99273 -0.55717 -0.22015  0.208
H 1.30191 -2.03893 -1.30337  0.193
H 1.02786 -1.99790 -3.18804  0.237
H -0.27878 -2.04537 -2.10417  0.205
H -2.39771 -0.49626 1.73730  0.184
H -2.99975 1.03649 2.13672  0.211
H -1.80306 0.04252 3.22483  0.218
H 1.86583 -0.12734 -0.47055  0.259
H 1.09614 1.52933 -0.66172  0.246
H -0.23210 0.27663 -2.81757  0.224
H 1.70236 0.35595 -2.81350  0.246
H 1.61420 0.72214 2.69660  0.011
H -0.17251 1.89995 3.14968  -0.017

Values from the calculation:
LUMO energy (spin up / spin down), eV: -6.081 / -6.082
Net charge: +1
E_HOMO (spin up / spin down), eV: -13.6993 / -13.6991
Orbital gap (spin up / spin down), eV: 7.618 / 7.617
M, g mol⁻¹: 118.14


3:
Molecular formula: C5H13NP
Method: DFT, ωB97M-V with the def2-TZVPD basis set

Last column: natural (NBO) charge in e.
Geometry (Å):
C 3.00035 -0.11839 -0.11884  -0.635
C 1.45416 -0.36668 0.16238  -0.059
C 0.24954 0.32427 0.03247  -0.200
P 0.04013 2.11683 0.13574  0.279
N -1.04627 -0.43063 -0.00779  -0.379
C -1.83778 -0.48143 1.26497  -0.422
C -2.03527 -0.22841 -1.10348  -0.405
H 3.40224 -0.93800 -0.60703  0.243
H 3.48568 -0.17232 0.80041  0.245
H 3.27612 0.82735 -0.72514  0.247
H 1.18114 -1.34818 0.30418  0.175
H 0.89428 2.50042 -1.00894  0.034
H 1.13366 2.29258 0.99263  0.016
H -0.86343 -1.43871 -0.23270  0.434
H -2.50686 -1.20496 1.08973  0.217
H -1.17021 -0.50706 2.18465  0.253
H -2.30007 0.53173 1.52984  0.248
H -1.45035 -0.30033 -1.99036  0.235
H -2.67938 -1.01327 -1.18774  0.229
H -2.52546 0.74872 -0.83914  0.243

Values from the calculation:
LUMO energy, eV: -3.448
Net charge: +1
Structure (SMILES): C/C=C(\P)[NH+](C)C
E_HOMO, eV: -13.8106
Orbital gap, eV: 10.363
M, g mol⁻¹: 118.14


4:
Molecular formula: C5H13NP
Method: DFT, ωB97M-V with the def2-TZVPD basis set

Last column: natural (NBO) charge in e.
Geometry (Å):
C -2.17854 -1.38689 1.84134  -0.624
C -1.18858 -0.27297 2.25339  -0.458
C -0.50125 0.36714 1.10350  -0.491
P -0.68108 -0.14257 -0.46842  0.527
C 0.89463 0.87731 -1.28827  -0.279
C 2.23118 0.39696 -0.85277  -0.666
N 0.60397 0.53415 -2.73111  -0.703
H -3.03280 -1.07709 1.42112  0.214
H -1.84725 -2.09102 1.04491  0.210
H -2.46342 -1.99706 2.65218  0.236
H -0.29808 -0.81322 2.74393  0.243
H -1.61804 0.47168 2.90001  0.248
H 0.31394 0.97607 1.52150  0.235
H 0.80915 1.89823 -1.03519  0.239
H 3.02966 0.59578 -1.56401  0.238
H 2.20483 -0.57048 -0.35868  0.242
H 2.40770 1.13566 0.00406  0.246
H 0.63795 -0.47627 -2.90961  0.447
H 1.07212 1.16120 -3.37309  0.452
H -0.39609 0.41336 -2.90480  0.443

Values from the calculation:
LUMO energy, eV: -3.693
Net charge: +1
Structure (SMILES): CC/C=P/[C@@H](C)[NH3+]
E_HOMO, eV: -13.2591
Orbital gap, eV: 9.567
M, g mol⁻¹: 118.14


Least stable = 2